1.
{"formula": "C28H51BF6NO10P2", "method": "ωB97M-V/def2-TZVPD", "fmax_ev_per_a": 1.78, "homo_ev": -12.15, "lumo_energy_ev": -2.5314, "total_charge": 1, "multiplicity": 1, "homo_lumo_gap_ev": 9.62, "elements": ["P", "P", "F", "F", "F", "F", "F", "F", "O", "O", "O", "O", "O", "O", "O", "O", "O", "O", "N", "C", "C", "C", "C", "C", "C", "C", "C", "C", "C", "C", "C", "C", "C", "C", "C", "C", "C", "C", "C", "C", "C", "C", "C", "C", "C", "C", "C", "B", "H", "H", "H", "H", "H", "H", "H", "H", "H", "H", "H", "H", "H", "H", "H", "H", "H", "H", "H", "H", "H", "H", "H", "H", "H", "H", "H", "H", "H", "H", "H", "H", "H", "H", "H", "H", "H", "H", "H", "H", "H", "H", "H", "H", "H", "H", "H", "H", "H", "H", "H"], "xyz": [[0.36, -3.68, -1.55], [1.04, -3.58, 1.33], [6.18, -0.07, 4.22], [2.33, 3.58, -2.11], [3.83, -1.51, 4.08], [5.15, -0.33, 6.09], [2.77, 0.22, 4.92], [5.10, 1.58, 5.11], [5.27, -1.28, -0.22], [-0.12, -4.67, 1.30], [-1.10, 2.78, -4.81], [-2.44, -2.78, -0.03], [4.28, -2.98, -1.33], [2.40, -4.11, 1.25], [0.76, -2.62, 2.57], [-4.43, 0.42, 3.33], [1.52, -4.54, -1.84], [1.97, -1.86, -0.21], [-0.46, -0.22, -0.77], [1.17, 1.66, -1.52], [0.71, -2.44, -0.16], [2.90, -0.40, 1.80], [-1.08, 0.98, -0.03], [-5.32, 0.01, 4.04], [2.47, 2.18, -2.11], [2.84, 0.30, 0.44], [3.72, 0.47, 2.76], [3.83, -0.15, 4.14], [-0.69, 4.96, -5.66], [-3.07, 0.10, -3.54], [-2.58, 0.84, 0.30], [0.98, -0.30, -2.94], [3.40, -0.83, -1.69], [-6.12, 0.95, 4.91], [-0.32, -1.36, 0.24], [-2.11, -1.87, 2.33], [5.10, 0.26, 4.92], [-3.13, 2.23, 0.63], [2.23, -0.54, -0.72], [0.88, 2.99, -6.13], [-5.70, -1.45, 4.11], [-0.34, 1.41, 1.24], [-1.47, -0.65, -1.81], [4.43, -1.71, -0.97], [-0.37, 3.50, -5.46], [0.98, 0.13, -1.46], [-2.03, 0.39, -2.75], [-1.68, -2.02, 0.82], [-3.18, 0.48, -0.53], [-3.43, -0.92, -3.65], [-2.94, 2.52, 1.66], [-1.61, 5.21, -5.15], [-6.01, 0.66, 5.96], [-0.10, -2.99, -2.68], [-0.95, 1.23, 2.13], [0.16, -0.95, 1.12], [-3.12, -1.46, 2.40], [1.00, 1.93, -5.93], [2.34, 1.25, 0.59], [2.64, 1.88, -3.13], [1.90, -0.48, 2.22], [4.73, 0.58, 2.35], [-0.77, -4.65, 2.01], [0.18, -2.97, 3.26], [3.09, -1.40, -2.55], [3.38, -1.37, 1.74], [0.79, -1.35, -3.11], [-5.06, -2.03, 3.45], [-6.74, -1.58, 3.82], [-2.76, 0.23, 1.18], [3.33, 1.96, -1.48], [-2.80, 2.99, -0.07], [-1.14, -1.55, -2.31], [-0.80, 5.17, -6.73], [3.87, 0.55, 0.18], [1.97, -0.11, -3.35], [-0.13, 2.48, 1.21], [-1.08, 1.85, -0.69], [-1.60, 1.37, -2.82], [-2.11, -2.84, 2.84], [3.93, 0.08, -1.97], [-4.22, 2.18, 0.53], [1.08, 2.16, -0.56], [-1.46, -1.20, 2.89], [-3.57, 0.87, -4.11], [-7.17, 0.90, 4.65], [-5.58, -1.81, 5.13], [0.81, 3.15, -7.21], [3.29, 1.47, 2.88], [0.12, 5.57, -5.27], [-5.76, 1.97, 4.78], [4.82, -3.53, -0.74], [-2.32, -1.00, -1.24], [0.31, 0.31, -3.53], [-0.77, -4.35, -1.07], [-3.33, -2.92, 0.30], [1.75, 3.55, -5.76], [0.37, 2.07, -2.14], [0.60, 0.91, 1.40]]}

---

2.
{"formula": "C28H51N5O8S3", "method": "ωB97M-V/def2-TZVPD", "fmax_ev_per_a": 4.89, "homo_ev": -9.37, "lumo_energy_ev": -0.2459, "total_charge": 0, "multiplicity": 1, "homo_lumo_gap_ev": 9.12, "smiles": "O=S1(=O)CCCC1.O=S1(=O)CCCC1.O=S1(=O)CCCC1.CC(C)=O.CC(C)=O.CC#N.CC#N.CC#N.CC#N.CC#N", "elements": ["S", "S", "S", "O", "O", "O", "O", "O", "O", "O", "O", "N", "N", "N", "N", "N", "C", "C", "C", "C", "C", "C", "C", "C", "C", "C", "C", "C", "C", "C", "C", "C", "C", "C", "C", "C", "C", "C", "C", "C", "C", "C", "C", "C", "H", "H", "H", "H", "H", "H", "H", "H", "H", "H", "H", "H", "H", "H", "H", "H", "H", "H", "H", "H", "H", "H", "H", "H", "H", "H", "H", "H", "H", "H", "H", "H", "H", "H", "H", "H", "H", "H", "H", "H", "H", "H", "H", "H", "H", "H", "H", "H", "H", "H", "H"], "xyz": [[3.55, -2.42, 8.13], [-0.63, -1.21, -6.83], [-0.93, 7.55, -3.17], [-1.82, -1.99, -6.47], [-7.04, -6.01, -1.17], [2.66, -3.27, 8.90], [-1.81, 8.01, -2.11], [4.36, -3.03, 7.06], [-0.01, -0.23, -5.93], [0.44, 7.16, -2.90], [3.16, -2.67, 1.29], [-5.27, 1.04, 9.41], [-1.32, 5.27, 4.03], [-1.97, -1.39, 3.02], [-1.39, -8.29, 4.31], [5.48, 0.23, -4.06], [-6.15, 0.95, 6.93], [4.14, 1.95, -2.56], [-1.71, -0.68, 2.16], [4.72, -1.57, 9.32], [-1.31, 0.21, 1.09], [3.58, -4.05, -0.64], [-5.11, -4.62, -0.94], [-2.80, 6.87, -4.99], [-0.44, -7.67, 4.24], [2.78, -0.78, 7.44], [-6.76, -4.61, -3.00], [-6.37, -5.10, -1.66], [-1.06, 8.66, -4.61], [0.59, -2.40, -7.61], [3.31, 0.22, 8.49], [0.30, -2.32, -9.12], [4.79, -0.19, 8.83], [-0.19, 5.30, 3.78], [1.20, 5.27, 3.40], [-5.67, 0.99, 8.29], [4.89, 0.98, -3.39], [-1.06, -0.33, -8.41], [-1.92, 6.17, -4.02], [5.45, -2.88, 0.73], [3.97, -3.08, 0.51], [-0.15, -0.88, -9.48], [-2.22, 8.25, -5.49], [0.74, -6.82, 4.20], [-5.35, 0.75, 6.22], [-2.19, 5.40, -3.29], [3.95, -3.83, -1.64], [5.21, 0.52, 9.55], [-1.95, 8.22, -6.54], [1.48, -7.09, 3.45], [5.58, -2.19, 9.59], [-0.14, 8.59, -5.19], [1.06, -6.87, 5.25], [5.82, -2.85, 1.75], [-1.06, 9.71, -4.32], [-0.60, -2.88, -9.38], [4.15, -1.47, 10.24], [-3.04, 6.25, -5.85], [2.50, -3.96, -0.71], [-6.64, 1.88, 6.67], [1.73, -1.00, 7.25], [1.09, -2.80, -9.70], [-6.14, -5.12, -3.74], [1.39, 5.11, 2.34], [3.96, -5.03, -0.34], [-6.50, -3.56, -3.08], [-3.70, 7.22, -4.48], [4.92, 2.60, -2.16], [-2.07, 0.99, 1.00], [-0.35, 0.72, 1.15], [5.38, -0.16, 7.91], [-0.98, 0.73, -8.18], [-1.44, -0.38, 0.18], [3.41, 1.24, 8.13], [0.52, -3.41, -7.20], [1.68, 4.47, 3.95], [0.46, -5.77, 4.11], [-5.12, -3.53, -0.90], [1.56, -1.93, -7.49], [6.05, -3.59, 0.15], [-6.88, 0.14, 6.96], [2.68, 0.22, 9.37], [-1.20, 5.64, -4.65], [3.30, -0.57, 6.50], [3.36, 2.49, -3.09], [-7.80, -4.75, -3.27], [0.71, -0.22, -9.58], [1.64, 6.22, 3.71], [-0.57, -0.79, -10.48], [-2.11, -0.57, -8.57], [-4.96, -5.22, -0.05], [-3.00, 9.01, -5.52], [5.83, -1.93, 0.35], [3.65, 1.42, -1.74], [-4.28, -4.67, -1.65]]}

---

3.
{"formula": "C28H52AuP2", "method": "ωB97M-V/def2-TZVPD", "fmax_ev_per_a": 4.70, "homo_ev": [-9.42, -9.32], "lumo_energy_ev": [-3.9168, -4.0506], "total_charge": 1, "multiplicity": 3, "homo_lumo_gap_ev": [5.50, 5.27], "elements": ["Au", "P", "P", "C", "C", "C", "C", "C", "C", "C", "C", "C", "C", "C", "C", "C", "C", "C", "C", "C", "C", "C", "C", "C", "C", "C", "C", "C", "C", "C", "C", "H", "H", "H", "H", "H", "H", "H", "H", "H", "H", "H", "H", "H", "H", "H", "H", "H", "H", "H", "H", "H", "H", "H", "H", "H", "H", "H", "H", "H", "H", "H", "H", "H", "H", "H", "H", "H", "H", "H", "H", "H", "H", "H", "H", "H", "H", "H", "H", "H", "H", "H", "H"], "xyz": [[0.62, -1.14, -2.02], [1.98, -1.99, -0.17], [-1.77, 1.41, -1.36], [1.36, 2.97, 2.98], [0.04, 0.79, 3.48], [2.73, -1.50, -4.22], [3.04, -2.08, -1.67], [3.96, 0.36, -2.11], [-0.76, -0.32, -3.52], [-3.13, 2.53, -1.74], [2.20, -0.17, -4.75], [4.22, -1.05, -1.54], [-1.32, 0.42, 3.50], [1.91, 0.75, -3.58], [2.32, -0.54, 0.84], [-1.84, -1.44, -0.08], [-1.86, -0.85, 3.99], [-2.76, -2.51, 0.25], [-4.07, -1.94, 0.84], [-1.58, 4.00, 2.43], [2.09, -3.68, 0.49], [-1.19, 2.62, 2.79], [-2.12, -3.50, 1.23], [-1.50, 0.88, -3.10], [-0.33, 2.54, -1.16], [0.13, 2.15, 3.04], [2.17, -2.00, -2.93], [-3.56, 1.64, 3.06], [1.16, -0.03, 3.97], [-2.08, 1.55, 3.08], [2.52, 0.72, -2.35], [-3.92, 1.91, -2.18], [4.37, 1.09, -1.38], [-3.48, 2.98, -0.82], [-0.93, 1.75, -3.49], [3.46, -3.07, -1.66], [-1.92, 4.56, 3.32], [-3.02, -3.05, -0.70], [2.23, 2.34, 2.72], [-1.28, -4.05, 0.77], [0.95, -1.10, 3.82], [-4.66, -2.77, 1.25], [-1.77, -2.98, 2.14], [1.27, 3.76, 2.21], [-4.68, -1.47, 0.06], [2.93, 0.27, -5.46], [-1.20, -0.78, -4.45], [-2.47, 0.85, -3.61], [5.10, -1.47, -2.04], [0.58, 1.95, -1.31], [-2.11, -0.68, -0.81], [1.20, 1.57, -3.74], [-3.97, 1.69, 4.09], [3.13, -0.71, 1.57], [-3.89, 2.54, 2.52], [1.57, 3.47, 3.94], [1.29, -0.33, -5.35], [-3.85, -1.22, 1.65], [2.11, 1.28, -1.51], [-2.17, -0.79, 5.05], [-2.88, -4.23, 1.51], [4.41, -0.95, -0.45], [0.23, 0.07, -3.84], [-2.40, 3.99, 1.70], [2.94, -4.14, -0.01], [-1.06, -1.11, 0.67], [2.09, 0.21, 3.44], [2.57, 0.32, 0.23], [-0.35, 3.34, -1.90], [-1.11, -1.65, 3.93], [4.54, 0.47, -3.04], [1.15, -4.24, 0.22], [1.34, 0.12, 5.05], [-2.81, 3.28, -2.45], [-0.31, 2.97, -0.15], [-2.74, -1.17, 3.42], [-4.01, 0.76, 2.57], [2.22, -3.73, 1.59], [3.82, -1.44, -4.12], [1.70, -2.97, -3.13], [2.52, -2.33, -4.92], [-0.74, 4.54, 2.00], [1.42, -0.24, 1.41]]}

---

> Which formula does entry 3 have?

C28H52AuP2